No. 1
The following is a quantum chemistry calculation of a structure of composition C55H53GeLaN6O4P2S2Te at a distorted geometry, from OMol25.

2S+1	1
E_LUMO	-0.0041	hartree
DFT total energy	-179942.961	eV
relative energy (zero: lowest compared OMol25 entry of this formula, charge and spin)	93.7	kcal/mol
Kohn-Sham gap	6.6	eV
maximum force	2.23	eV/A

Last column: Löwdin charge in e.
Positions of all 125 atoms, in Å:
La (-0.990, -0.035, 1.254)  1.624
Te (-3.935, -1.595, 1.614)  1.342
C (-5.336, -3.104, 0.962)  -0.476
C (-5.510, -4.286, 1.669)  -0.129
C (-6.361, -5.253, 1.159)  -0.159
N (-7.033, -5.113, 0.030)  0.055
C (-6.893, -3.973, -0.626)  -0.162
C (-6.069, -2.942, -0.208)  -0.128
C (-3.109, -1.622, -0.380)  -0.932
P (-1.507, -2.449, -0.629)  0.853
C (-0.907, -3.185, 0.962)  -0.468
C (-1.680, -4.066, 1.722)  -0.137
C (-1.146, -4.644, 2.859)  -0.063
C (0.153, -4.357, 3.252)  -0.077
C (0.937, -3.501, 2.496)  -0.084
C (0.406, -2.920, 1.354)  -0.177
C (-2.169, -4.073, -1.217)  -0.371
C (-3.451, -4.202, -1.734)  -0.109
C (-3.936, -5.443, -2.105)  -0.073
C (-3.135, -6.564, -1.979)  -0.087
C (-1.838, -6.439, -1.504)  -0.085
C (-1.357, -5.200, -1.133)  -0.111
P (-2.975, 0.122, -0.915)  0.770
C (-2.385, -0.022, -2.656)  -0.427
C (-1.996, 1.176, -3.262)  -0.127
C (-1.415, 1.173, -4.516)  -0.084
C (-1.203, -0.028, -5.177)  -0.091
C (-1.603, -1.217, -4.593)  -0.067
C (-2.199, -1.216, -3.342)  -0.119
C (-4.740, 0.495, -1.236)  -0.375
C (-5.540, 0.958, -0.191)  -0.135
C (-6.881, 1.226, -0.406)  -0.079
C (-7.423, 1.088, -1.674)  -0.090
C (-6.627, 0.655, -2.722)  -0.086
C (-5.296, 0.348, -2.503)  -0.090
H (-4.986, -4.447, 2.601)  0.091
H (-6.509, -6.193, 1.676)  0.102
H (-7.476, -3.885, -1.534)  0.106
H (-5.992, -2.027, -0.778)  0.088
H (-2.675, -4.336, 1.389)  0.085
H (-1.747, -5.334, 3.432)  0.110
H (0.558, -4.819, 4.140)  0.105
H (1.963, -3.302, 2.776)  0.103
H (1.039, -2.310, 0.715)  0.065
H (-4.083, -3.328, -1.814)  0.075
H (-4.944, -5.538, -2.484)  0.103
H (-3.519, -7.537, -2.244)  0.100
H (-1.205, -7.312, -1.418)  0.100
H (-0.350, -5.102, -0.744)  0.103
H (-2.141, 2.102, -2.719)  0.101
H (-1.113, 2.102, -4.976)  0.104
H (-0.732, -0.034, -6.150)  0.101
H (-1.447, -2.155, -5.106)  0.107
H (-2.540, -2.146, -2.909)  0.058
H (-5.107, 1.122, 0.790)  0.067
H (-7.503, 1.547, 0.418)  0.106
H (-8.463, 1.326, -1.850)  0.100
H (-7.043, 0.547, -3.714)  0.101
H (-4.686, -0.004, -3.321)  0.097
C (2.604, 0.643, -2.915)  0.031
C (2.124, 1.829, -2.128)  -0.361
N (3.119, 2.646, -1.519)  0.050
N (1.492, 3.498, -0.040)  0.068
C (0.595, 2.581, -0.407)  -0.784
S (-0.958, 2.709, 0.230)  0.610
N (0.907, 1.664, -1.367)  -0.066
N (0.284, 0.404, -1.312)  0.034
H (3.517, 0.936, -3.424)  0.095
H (1.860, 0.356, -3.656)  0.091
H (2.831, -0.205, -2.278)  0.052
H (1.194, 4.163, 0.661)  0.134
H (0.998, -0.326, -1.215)  0.051
H (-0.230, 0.228, -2.180)  0.064
O (-1.601, -1.507, 3.664)  -0.189
H (-2.099, -0.963, 4.292)  0.039
H (-0.771, -1.747, 4.101)  0.054
O (2.209, -1.965, -1.204)  -0.063
H (1.708, -2.711, -1.549)  0.059
H (3.083, -2.289, -0.978)  0.066
O (0.861, -0.494, 2.834)  -0.155
C (1.764, 0.047, 2.160)  -0.712
O (1.501, 0.727, 1.136)  -0.176
C (3.216, -0.130, 2.542)  -0.155
C (4.092, 0.407, 1.431)  -0.227
Ge (3.939, 2.421, 1.224)  1.160
C (2.908, 3.387, -0.338)  -0.455
C (2.366, 3.205, -2.648)  -0.163
C (3.334, 3.771, -3.605)  -0.023
C (4.108, 4.725, -3.074)  -0.090
C (4.001, 5.248, -1.715)  -0.079
C (3.473, 4.754, -0.580)  -0.054
C (3.296, 3.275, 2.918)  -0.253
C (4.127, 4.165, 3.591)  -0.115
C (3.754, 4.700, 4.812)  -0.085
C (2.543, 4.347, 5.387)  -0.083
C (1.691, 3.489, 4.713)  -0.069
C (2.062, 2.970, 3.484)  -0.107
C (5.879, 2.822, 0.934)  -0.268
C (6.395, 3.278, -0.271)  -0.100
C (7.759, 3.442, -0.444)  -0.084
C (8.633, 3.124, 0.580)  -0.094
C (8.137, 2.633, 1.776)  -0.090
C (6.772, 2.490, 1.947)  -0.136
H (3.400, -1.192, 2.730)  0.116
H (3.395, 0.402, 3.479)  0.122
H (3.826, -0.067, 0.489)  0.058
H (5.141, 0.190, 1.636)  0.066
H (1.583, 3.915, -2.372)  0.165
H (3.420, 3.431, -4.624)  0.106
H (4.833, 5.230, -3.701)  0.102
H (4.431, 6.240, -1.628)  0.107
H (3.478, 5.387, 0.302)  0.114
H (5.078, 4.429, 3.147)  0.091
H (4.413, 5.390, 5.321)  0.102
H (2.258, 4.743, 6.352)  0.103
H (0.736, 3.217, 5.142)  0.110
H (1.372, 2.317, 2.969)  0.083
H (5.722, 3.494, -1.085)  0.072
H (8.140, 3.813, -1.384)  0.101
H (9.698, 3.242, 0.443)  0.100
H (8.815, 2.356, 2.572)  0.101
H (6.386, 2.103, 2.884)  0.102
S (-4.294, 1.488, 4.639)  0.603
C (-3.163, 1.288, 3.556)  -1.056
N (-2.302, 1.109, 2.764)  -0.218

No. 2
The following is a quantum chemistry calculation of a structure of composition C55H59BF4GeN2O2Ru at a distorted geometry, from OMol25.

2S+1	5
E_LUMO (spin up / spin down)	0.1506 / 0.1506	hartree
DFT total energy	-135718.884	eV
net charge	-2
relative energy (zero: lowest compared OMol25 entry of this formula, charge and spin)	3.7	kcal/mol
Kohn-Sham gap (spin up / spin down)	4.0 / 6.3	eV
maximum force	2.62	eV/A
⟨S²⟩	6.17

Last column: Löwdin charge in e.
Positions of all 125 atoms, in Å:
Ru (0.085, 0.084, 0.079)  1.137
C (-4.635, -2.083, -0.136)  -0.046
C (-3.439, -1.799, -1.046)  -0.364
C (-3.344, -2.884, -2.122)  -0.077
C (-3.510, -0.427, -1.678)  -0.138
C (-4.303, -0.211, -2.793)  -0.049
C (-4.291, 1.003, -3.453)  -0.085
C (-3.460, 2.015, -3.012)  -0.045
C (-2.670, 1.850, -1.888)  -0.141
C (-1.784, 2.973, -1.406)  -0.371
C (-2.632, 4.089, -0.788)  -0.054
C (-0.902, 3.510, -2.536)  -0.061
C (-2.711, 0.629, -1.196)  -0.176
N (-1.940, 0.454, -0.048)  -0.054
C (-2.534, 0.437, 1.142)  -0.181
C (-1.730, 0.099, 2.291)  -0.196
N (-0.437, -0.199, 2.088)  -0.029
C (0.477, -0.230, 3.129)  -0.187
C (1.021, -1.443, 3.594)  -0.139
C (1.950, -1.407, 4.621)  -0.062
C (2.365, -0.218, 5.188)  -0.093
C (1.824, 0.971, 4.734)  -0.049
C (0.885, 0.989, 3.716)  -0.130
C (0.296, 2.305, 3.254)  -0.354
C (-0.639, 2.870, 4.326)  -0.046
C (1.376, 3.322, 2.895)  -0.065
C (0.587, -2.809, 3.106)  -0.361
C (0.600, -2.967, 1.590)  -0.085
C (-0.785, -3.159, 3.687)  -0.051
C (-2.563, 0.110, 3.448)  -0.133
C (-2.408, -0.175, 4.813)  -0.079
C (-3.515, -0.064, 5.642)  -0.134
C (-4.771, 0.329, 5.193)  -0.081
C (-4.973, 0.628, 3.827)  -0.195
C (-6.166, 1.044, 3.197)  -0.075
C (-6.182, 1.313, 1.835)  -0.129
C (-5.064, 1.169, 1.018)  -0.064
C (-3.874, 0.728, 1.598)  -0.126
C (-3.858, 0.497, 2.996)  -0.088
H (-4.575, -3.100, 0.247)  0.075
H (-5.572, -1.970, -0.681)  0.079
H (-4.652, -1.401, 0.709)  0.060
H (-2.527, -1.845, -0.438)  0.114
H (-4.313, -3.056, -2.587)  0.065
H (-3.003, -3.819, -1.682)  0.076
H (-2.638, -2.592, -2.894)  0.075
H (-4.941, -1.004, -3.161)  0.104
H (-4.910, 1.154, -4.329)  0.090
H (-3.433, 2.952, -3.549)  0.104
H (-1.120, 2.581, -0.619)  0.101
H (-3.304, 4.520, -1.531)  0.071
H (-1.998, 4.882, -0.397)  0.073
H (-3.231, 3.690, 0.028)  0.073
H (-1.483, 4.057, -3.276)  0.069
H (-0.401, 2.687, -3.038)  0.069
H (-0.150, 4.183, -2.128)  0.075
H (2.366, -2.334, 4.989)  0.100
H (3.102, -0.220, 5.980)  0.093
H (2.142, 1.903, 5.185)  0.101
H (-0.283, 2.125, 2.338)  0.122
H (-0.084, 3.112, 5.232)  0.074
H (-1.415, 2.152, 4.580)  0.060
H (-1.122, 3.777, 3.966)  0.076
H (2.093, 3.457, 3.701)  0.065
H (0.919, 4.284, 2.678)  0.077
H (1.900, 2.995, 2.004)  0.043
H (1.309, -3.529, 3.518)  0.119
H (-0.154, -2.337, 1.114)  0.039
H (0.413, -4.006, 1.322)  0.080
H (1.571, -2.670, 1.197)  0.036
H (-1.541, -2.467, 3.328)  0.069
H (-0.760, -3.105, 4.775)  0.076
H (-1.068, -4.170, 3.398)  0.071
H (-1.451, -0.480, 5.213)  0.097
H (-3.392, -0.292, 6.695)  0.082
H (-5.593, 0.406, 5.893)  0.081
H (-7.073, 1.160, 3.778)  0.084
H (-7.111, 1.646, 1.382)  0.082
H (-5.134, 1.389, -0.040)  0.098
O (1.390, 2.522, -0.460)  -0.109
H (2.023, 1.868, -0.111)  -0.035
H (1.276, 2.298, -1.393)  0.016
O (-0.253, -2.106, -1.385)  -0.084
H (0.698, -2.180, -1.541)  0.038
H (-0.599, -1.663, -2.170)  0.023
F (1.330, 0.919, -4.355)  0.140
B (0.553, -0.013, -3.709)  -1.352
F (1.156, -1.256, -3.720)  0.126
F (-0.693, -0.112, -4.283)  0.148
F (0.407, 0.395, -2.345)  0.032
C (1.947, -0.246, 0.290)  -0.325
Ge (3.776, -0.619, 0.623)  0.898
C (4.526, -1.470, 2.291)  -0.258
C (4.268, -2.804, 2.583)  -0.135
C (4.693, -3.373, 3.767)  -0.112
C (5.386, -2.611, 4.696)  -0.113
C (5.640, -1.277, 4.423)  -0.109
C (5.211, -0.717, 3.236)  -0.108
C (4.529, -1.762, -0.844)  -0.277
C (4.011, -1.633, -2.127)  -0.104
C (4.535, -2.349, -3.187)  -0.083
C (5.595, -3.217, -2.977)  -0.113
C (6.123, -3.357, -1.704)  -0.113
C (5.595, -2.629, -0.652)  -0.122
C (4.872, 1.057, 0.459)  -0.262
C (5.857, 1.202, -0.508)  -0.098
C (6.552, 2.389, -0.654)  -0.102
C (6.273, 3.464, 0.174)  -0.111
C (5.291, 3.339, 1.144)  -0.092
C (4.605, 2.147, 1.280)  -0.136
H (3.733, -3.405, 1.857)  0.100
H (4.488, -4.417, 3.972)  0.098
H (5.719, -3.053, 5.627)  0.092
H (6.184, -0.675, 5.141)  0.096
H (5.422, 0.323, 3.024)  0.086
H (3.179, -0.962, -2.288)  0.088
H (4.113, -2.228, -4.175)  0.103
H (6.010, -3.783, -3.802)  0.089
H (6.952, -4.035, -1.535)  0.090
H (6.015, -2.735, 0.341)  0.089
H (6.082, 0.365, -1.157)  0.091
H (7.316, 2.483, -1.418)  0.094
H (6.817, 4.395, 0.064)  0.090
H (5.061, 4.175, 1.793)  0.098
H (3.845, 2.042, 2.042)  0.084

No. 3
The following is a quantum chemistry calculation of a structure of composition C55H60AsFNO4S2Ti, from OMol25.

2S+1	1
E_LUMO	-0.3075	hartree
DFT total energy	-176011.639	eV
net charge	+3
relative energy (zero: lowest compared OMol25 entry of this formula, charge and spin)	0.0	kcal/mol
Kohn-Sham gap	6.8	eV
maximum force	0.56	eV/A

Last column: Löwdin charge in e.
Positions of all 125 atoms, in Å:
Ti (0.195, 0.353, -0.210)  0.979
C (1.305, -3.543, -2.630)  -0.047
C (1.473, -2.769, -1.321)  -0.370
C (1.320, -3.724, -0.131)  -0.034
C (2.774, -1.990, -1.239)  -0.157
C (3.890, -2.473, -1.914)  -0.018
C (5.102, -1.806, -1.874)  -0.029
C (5.206, -0.617, -1.177)  -0.006
C (4.126, -0.090, -0.474)  -0.139
C (4.319, 1.222, 0.272)  -0.373
C (5.189, 2.207, -0.528)  -0.062
C (4.963, 1.051, 1.655)  -0.028
C (2.913, -0.803, -0.495)  -0.175
N (1.826, -0.380, 0.387)  -0.033
C (2.000, -0.759, 1.741)  -0.230
C (3.002, -1.584, 2.248)  -0.011
C (3.037, -1.858, 3.608)  -0.029
C (2.096, -1.321, 4.479)  -0.025
C (1.081, -0.501, 3.997)  0.028
C (1.081, -0.269, 2.650)  -0.184
F (0.091, 0.530, 2.070)  -0.053
H (1.500, -2.913, -3.499)  0.077
H (1.966, -4.408, -2.683)  0.090
H (0.283, -3.919, -2.704)  0.093
H (0.654, -2.048, -1.308)  0.087
H (2.096, -4.490, -0.159)  0.110
H (0.359, -4.246, -0.166)  0.099
H (1.435, -3.222, 0.837)  0.067
H (3.812, -3.392, -2.478)  0.121
H (5.963, -2.211, -2.389)  0.125
H (6.150, -0.089, -1.164)  0.126
H (3.330, 1.662, 0.407)  0.068
H (6.249, 1.988, -0.389)  0.092
H (5.032, 3.225, -0.169)  0.087
H (5.004, 2.184, -1.604)  0.077
H (5.883, 0.470, 1.577)  0.100
H (4.311, 0.563, 2.375)  0.061
H (5.228, 2.031, 2.056)  0.094
H (3.746, -2.003, 1.584)  0.138
H (3.818, -2.497, 3.997)  0.128
H (2.145, -1.541, 5.536)  0.127
H (0.328, -0.070, 4.643)  0.137
C (-7.849, -1.612, 1.258)  -0.020
C (-6.581, -1.065, 0.673)  -0.227
C (-5.861, -1.777, -0.284)  -0.008
C (-4.700, -1.256, -0.832)  -0.071
C (-4.253, -0.003, -0.419)  -0.386
C (-4.957, 0.731, 0.537)  -0.042
C (-6.107, 0.193, 1.073)  -0.001
S (-2.759, 0.500, -1.174)  1.143
O (-1.773, 0.807, 0.019)  -0.622
C (-2.987, 2.087, -1.906)  -0.307
C (-3.317, 3.234, -1.141)  -0.062
C (-3.464, 4.428, -1.774)  0.006
C (-3.267, 4.545, -3.177)  -0.136
C (-3.411, 5.786, -3.835)  -0.001
C (-3.215, 5.883, -5.184)  -0.026
C (-2.865, 4.743, -5.938)  -0.030
C (-2.717, 3.527, -5.331)  0.000
C (-2.913, 3.398, -3.935)  -0.107
C (-2.780, 2.146, -3.268)  -0.183
C (-2.473, 0.914, -4.057)  -0.182
C (-3.538, 0.197, -4.667)  -0.103
C (-4.888, 0.621, -4.559)  0.002
C (-5.883, -0.089, -5.166)  -0.030
C (-5.584, -1.254, -5.906)  -0.026
C (-4.296, -1.691, -6.022)  -0.003
C (-3.241, -0.981, -5.406)  -0.130
C (-1.896, -1.422, -5.517)  0.019
C (-0.882, -0.735, -4.928)  -0.031
C (-1.183, 0.439, -4.196)  -0.318
S (0.068, 1.347, -3.369)  1.202
O (0.334, 0.469, -2.062)  -0.556
C (1.499, 1.054, -4.352)  -0.420
C (1.648, 1.906, -5.441)  -0.055
C (2.742, 1.735, -6.270)  0.001
C (3.696, 0.745, -6.013)  -0.230
C (4.888, 0.588, -6.910)  -0.022
C (3.518, -0.075, -4.899)  0.003
C (2.422, 0.066, -4.061)  -0.068
H (-8.001, -2.654, 0.988)  0.088
H (-8.706, -1.040, 0.898)  0.103
H (-7.841, -1.529, 2.345)  0.097
H (-6.215, -2.747, -0.606)  0.128
H (-4.154, -1.809, -1.588)  0.115
H (-4.620, 1.704, 0.861)  0.105
H (-6.660, 0.755, 1.815)  0.133
H (-3.428, 3.163, -0.070)  0.100
H (-3.728, 5.315, -1.211)  0.135
H (-3.686, 6.659, -3.256)  0.128
H (-3.335, 6.835, -5.683)  0.124
H (-2.727, 4.834, -7.007)  0.122
H (-2.468, 2.654, -5.923)  0.124
H (-5.128, 1.518, -4.002)  0.126
H (-6.909, 0.244, -5.088)  0.121
H (-6.386, -1.799, -6.386)  0.124
H (-4.065, -2.582, -6.591)  0.128
H (-1.685, -2.314, -6.092)  0.133
H (0.144, -1.061, -5.030)  0.113
H (0.922, 2.685, -5.647)  0.123
H (2.862, 2.384, -7.128)  0.133
H (4.589, 0.587, -7.958)  0.096
H (5.426, -0.335, -6.705)  0.086
H (5.581, 1.420, -6.773)  0.100
H (4.247, -0.846, -4.680)  0.119
H (2.306, -0.576, -3.197)  0.090
O (-0.729, -1.442, 0.473)  -0.059
H (-1.556, -1.354, 0.967)  0.113
H (-0.284, -2.274, 0.701)  0.081
O (2.331, 2.591, -1.892)  -0.088
H (2.959, 1.857, -1.962)  0.034
H (2.758, 3.312, -2.375)  0.088
C (2.001, 3.587, 1.320)  -0.236
As (0.404, 2.938, 0.455)  1.149
C (-0.938, 3.261, 1.822)  -0.245
C (0.015, 4.249, -0.915)  -0.231
H (1.776, 4.545, 1.789)  0.060
H (2.782, 3.715, 0.576)  0.022
H (2.321, 2.881, 2.085)  0.043
H (-1.271, 4.296, 1.753)  0.050
H (-0.492, 3.103, 2.802)  0.045
H (-1.778, 2.586, 1.692)  0.008
H (-0.510, 5.084, -0.455)  0.051
H (-0.608, 3.814, -1.693)  0.007
H (0.948, 4.597, -1.346)  0.035